[1]
The following is a quantum chemistry calculation of a structure of composition C26H32N6O5STb, from OMol25.

```
71
Properties=species:S:1:pos:R:3:forces:R:3:lowdin_spin:R:1
Tb 0.14846 -0.06524 -0.56472 0.509 -0.058 -0.402 6.1097
N -1.58798 -2.89683 2.46902 -0.131 -0.110 -0.238 0.0000
C -0.78840 -2.03599 1.81414 0.322 -0.385 0.897 -0.0012
O -1.04318 -1.74078 0.64507 0.040 0.405 -0.636 -0.0154
C 0.40547 -1.47528 2.55446 0.426 0.098 -0.135 -0.0014
C 1.46647 -0.89987 1.60215 -0.338 -0.115 -0.089 -0.0188
H -2.49930 -3.06066 2.04462 0.097 0.024 0.144 0.0000
H -1.51304 -3.01301 3.46401 0.162 0.092 -0.032 -0.0001
H 0.78990 -2.25367 3.23551 -0.264 0.051 0.026 -0.0004
H -0.00080 -0.67187 3.18212 -0.036 -0.075 0.019 0.0000
H 2.20622 -1.69219 1.38817 -0.115 0.165 -0.094 0.0000
H 2.01240 -0.10014 2.12727 -0.023 -0.018 -0.094 -0.0004
O -0.50005 1.20648 1.49800 0.025 1.157 0.682 -0.0121
C -0.31111 2.33151 1.97379 -0.259 -0.957 0.079 0.0005
C 0.19774 3.48077 1.28657 0.305 0.190 -0.611 0.0001
C 0.07867 4.74259 1.86429 0.057 0.137 -0.107 0.0003
C 0.47754 5.88612 1.18374 -0.003 -1.499 -0.356 0.0002
C 1.02288 5.76523 -0.11244 0.065 0.054 0.036 0.0000
C 1.19470 4.54344 -0.67868 0.025 -0.035 -0.133 -0.0001
C 0.81148 3.32615 -0.01915 0.044 -0.198 0.071 -0.0008
O 1.04678 2.20524 -0.54269 -0.182 0.090 -0.034 -0.0158
N 0.33937 7.14666 1.77805 -0.185 1.389 0.739 0.0001
O 0.65295 8.14694 1.12607 -0.162 -0.497 0.374 0.0001
O -0.08865 7.20621 2.93512 0.182 0.105 -0.528 0.0000
H -0.58384 2.51235 3.03433 -0.007 -0.071 -0.127 -0.0002
H -0.34933 4.84903 2.85176 -0.018 -0.019 0.066 0.0000
H 1.31542 6.66560 -0.63132 0.008 0.029 -0.032 0.0000
H 1.62697 4.44039 -1.66346 0.014 0.013 -0.070 0.0000
C -1.90684 1.12222 -1.63457 0.196 -0.171 0.530 -0.0171
H -1.60924 1.44158 -2.64208 0.094 -0.058 0.010 0.0002
H -2.15304 2.05738 -1.10779 -0.091 0.179 0.059 0.0000
H -2.84985 0.57595 -1.78117 -0.052 -0.080 -0.010 0.0004
S -4.19706 -1.81520 1.01716 -0.435 -0.158 -0.443 0.0000
C -3.72547 -0.49285 1.88982 -0.397 -0.146 -1.363 0.0000
N -3.45140 0.69492 1.21868 0.165 0.380 0.828 0.0002
C -3.27323 1.85340 1.88608 -0.152 -0.522 0.038 0.0000
C -3.31055 1.84951 3.25419 -0.097 0.028 -0.076 0.0000
C -3.45313 0.59723 3.87965 -0.173 -0.143 -0.541 0.0001
N -3.65167 -0.52276 3.22495 0.312 0.447 1.342 0.0000
H -3.31007 0.65023 0.21139 0.039 0.001 -0.113 0.0004
H -3.09455 2.74603 1.30263 0.016 -0.084 -0.137 0.0000
H -3.19857 2.75396 3.82598 0.037 0.123 0.003 0.0000
H -3.43061 0.51136 4.95791 0.087 0.061 0.147 0.0000
C -0.85895 -4.39638 -1.68741 -0.079 -0.014 -0.064 0.0001
N 0.55655 -4.68212 -1.55313 0.076 -0.050 0.060 -0.0001
C 0.82759 -5.43148 -0.34855 0.002 0.017 -0.116 0.0000
C 1.33405 -3.44663 -1.56681 -0.050 0.117 -0.012 0.0004
C 1.08347 -2.64460 -2.82140 0.041 0.250 0.065 -0.0001
C 1.37257 -3.27819 -4.02623 0.026 -0.077 0.067 -0.0004
C 1.15755 -2.63631 -5.22894 0.105 -0.114 -0.146 0.0005
C 0.67893 -1.33881 -5.21340 -0.031 0.184 -0.140 -0.0002
C 0.40344 -0.71705 -4.00450 -0.053 0.090 0.176 0.0005
C 0.57102 -1.33453 -2.75117 -0.036 -0.070 0.136 -0.0188
H -1.42676 -5.32473 -1.63823 -0.030 -0.098 0.023 0.0000
H -1.03097 -3.93732 -2.65811 -0.132 0.059 0.010 0.0000
H -1.22558 -3.71240 -0.90878 -0.048 0.012 0.029 0.0000
H 0.26830 -6.36776 -0.37263 0.000 -0.043 0.085 0.0000
H 0.55176 -4.87629 0.56376 -0.010 -0.022 0.076 0.0000
H 1.89347 -5.66102 -0.30740 0.031 -0.036 0.097 0.0000
H 2.39290 -3.73198 -1.51727 -0.046 0.075 0.143 0.0000
H 1.10075 -2.82348 -0.67600 0.129 -0.164 -0.131 0.0000
H 1.75004 -4.29310 -4.00772 0.026 -0.113 -0.018 -0.0001
H 1.37070 -3.13892 -6.16413 0.016 -0.012 -0.063 0.0000
H 0.52400 -0.81061 -6.14768 -0.038 0.039 -0.036 -0.0001
H 0.03490 0.30388 -4.04946 -0.087 0.064 0.028 0.0004
C 4.85845 1.19319 -0.23203 0.464 0.272 0.125 -0.0001
C 3.70031 0.48083 -0.69113 -0.666 -0.539 -0.231 -0.0007
N 2.75852 -0.09185 -1.00367 0.190 0.243 0.090 -0.0098
H 4.53027 2.10151 0.27260 0.057 0.008 0.013 -0.0001
H 5.49557 1.45618 -1.07536 0.028 0.029 0.049 0.0000
H 5.41468 0.56781 0.46616 0.010 0.075 -0.006 0.0000
```
Forces are in eV/Å.

Gap between HOMO and LUMO (alpha / beta) (eV): 6.0 / 5.9
Total charge: -1
2S+1: 7
Energy relative to the best compared isomer or geometry (same formula, charge and spin) (kJ/mol): 0.0
Highest occupied orbital energy (alpha / beta) (Eh): -0.1543 / -0.1533
Energy (eV): -79927.897

***

[2]
The following is a quantum chemistry calculation of a structure of composition C4H2FInLiO4, from OMol25.

```
13
Properties=species:S:1:pos:R:3:forces:R:3:lowdin_charge:R:1
O 0.54102 0.45493 0.06251 -1.128 -0.501 0.503 0.0656
C -1.85758 2.48791 -0.07014 -3.325 -4.941 3.341 -0.2893
O -2.16697 2.03666 -1.11237 1.400 1.263 -2.670 0.1311
O 1.64545 -1.39445 -0.09124 -0.019 0.250 0.251 0.0868
C 1.63597 -0.17945 0.32153 -5.120 -2.032 -2.770 -0.4194
C 0.40410 -1.68967 -0.84551 0.509 -1.018 -1.479 0.0307
O -1.96221 2.20498 1.07322 1.962 3.156 -0.672 0.2439
C -0.60004 -0.67100 -0.37069 3.047 -1.722 6.213 0.0604
In 3.31802 0.65900 1.04948 3.800 1.854 1.778 1.6768
H 0.12513 -2.72074 -0.60942 -0.115 0.130 0.109 0.1915
H 0.69035 -1.61383 -1.90104 -0.095 0.027 0.090 0.1823
F -1.10373 -1.19038 0.84501 0.601 2.577 -3.729 0.1611
Li -2.14927 -0.18584 -1.74080 -1.516 0.958 -0.965 0.8785
```
Forces are in eV/Å.

Gap between HOMO and LUMO (alpha / beta) (eV): 5.7 / 6.4
Total charge: +3
Energy relative to the best compared isomer or geometry (same formula, charge and spin) (kJ/mol): 33.2
Highest occupied orbital energy (alpha / beta) (Eh): -0.8376 / -0.8390
Energy (eV): -20427.293

***

[3]
The following is a quantum chemistry calculation of a cluster of 9 separate species, C30H82N12O14 in total, from OMol25.

```
138
Properties=species:S:1:pos:R:3:forces:R:3:lowdin_charge:R:1
C 4.62311 0.47628 2.40402 -0.503 -1.333 0.666 -0.0901
O 3.95705 -0.71115 2.00465 -0.979 -0.688 -1.160 -0.2271
C 2.68750 -0.51279 1.30472 0.984 0.330 0.384 -0.1701
C 2.07672 -1.87116 0.92215 1.230 1.624 0.334 -0.1889
N 3.11759 -2.54423 0.13691 -1.397 -1.653 0.372 -0.0626
C 2.95630 -4.02878 0.33159 2.040 0.139 0.387 -0.1743
C 3.80162 -4.87293 -0.62274 0.471 0.873 0.136 -0.1974
O 5.23117 -4.60423 -0.38525 -1.661 -0.576 -0.859 -0.1988
C 6.14006 -5.41082 -1.15875 -0.197 0.702 1.154 -0.1024
H 5.60248 0.09892 2.69820 0.107 0.484 0.107 0.0907
H 4.05206 0.77426 3.28333 0.387 0.958 0.108 0.0880
H 4.71955 1.24763 1.63993 -0.217 0.012 -0.142 0.0794
H 2.95303 0.05561 0.41335 -0.298 0.086 -0.334 0.1068
H 2.03425 0.11195 1.91389 -0.275 -0.112 0.091 0.1192
H 1.18768 -1.64763 0.33243 -0.165 -0.406 0.306 0.0912
H 1.90502 -2.40624 1.85611 -0.594 -0.138 -0.039 0.1152
H 3.95184 -2.21957 0.60458 0.669 -0.572 -0.146 0.1006
H 1.94253 -4.42646 0.37894 -0.280 0.663 -0.613 0.1129
H 3.34559 -4.29351 1.31468 0.064 0.123 0.443 0.1177
H 3.48049 -4.62671 -1.63484 0.448 0.067 -0.412 0.1094
H 3.53099 -5.91608 -0.45933 0.398 -0.288 0.121 0.1139
H 5.87095 -6.46421 -1.08096 0.065 -0.095 -0.135 0.0815
H 7.08814 -5.21801 -0.65667 0.123 -0.358 -0.106 0.0839
H 6.27583 -5.10248 -2.19538 -0.479 0.079 -0.164 0.0784
C -7.36373 -2.42087 -2.36861 0.411 -0.382 -0.300 -0.1316
O -6.02607 -2.47699 -2.76623 2.153 0.387 -0.909 -0.2181
C -5.60040 -1.56708 -3.82930 -0.844 -0.157 0.841 -0.1918
C -4.16745 -1.73209 -4.31230 1.013 -0.005 2.009 -0.1609
N -3.18258 -1.27735 -3.25637 -2.415 0.114 -0.295 -0.0651
C -1.79221 -1.30064 -3.55151 0.854 -1.015 0.647 -0.2141
C -1.21657 -2.74727 -3.44818 0.355 0.658 0.527 -0.1642
O -1.55197 -3.35560 -2.18054 -1.703 -0.646 -0.934 -0.2154
C -0.68804 -3.23248 -1.07732 1.285 0.601 -1.609 -0.0965
H -8.00759 -2.56354 -3.23648 -0.386 0.328 -0.054 0.0837
H -7.57125 -1.50643 -1.81289 -0.333 0.103 -0.041 0.0827
H -7.48446 -3.30145 -1.73764 -0.230 0.193 0.218 0.0816
H -5.68415 -0.53631 -3.48492 -0.209 0.184 0.187 0.1184
H -6.30203 -1.71299 -4.65060 0.019 0.024 -0.322 0.1132
H -4.02925 -1.03852 -5.14174 -0.053 -0.458 -0.362 0.1200
H -3.97025 -2.78666 -4.50493 -0.110 -0.058 -0.803 0.1132
H -3.30274 -1.89897 -2.46945 -0.236 -0.029 0.299 0.0768
H -1.31431 -0.74902 -2.74192 0.279 0.364 -0.128 0.0925
H -1.57074 -0.80701 -4.49775 0.160 -0.139 -0.084 0.1211
H -0.13243 -2.73655 -3.56047 0.229 0.033 -0.087 0.1102
H -1.63847 -3.33526 -4.26327 -0.076 -0.416 0.317 0.1111
H -1.02747 -3.74760 -0.17870 -0.613 0.524 -0.155 0.0949
H -0.45354 -2.17006 -1.01095 -0.004 0.094 1.048 0.0725
H 0.25037 -3.71461 -1.35121 0.464 -0.152 0.071 0.0717
C -3.17303 1.00081 2.06813 -0.580 0.192 1.138 -0.0836
O -2.93423 -0.21810 1.41836 0.584 -0.973 -0.730 -0.2562
C -3.78205 -0.64576 0.35471 -1.354 1.457 -0.347 -0.1538
C -5.27857 -0.94885 0.78528 1.765 -0.016 -0.247 -0.1534
N -5.35427 -2.17684 1.56196 -0.064 -0.887 0.464 -0.0442
C -5.07402 -3.39481 0.79183 0.003 1.025 0.441 -0.1954
C -4.70420 -4.59373 1.64102 0.013 -0.462 -0.448 -0.2070
O -3.67070 -4.33424 2.58406 -0.180 0.072 0.462 -0.2137
C -3.04357 -5.49139 3.14641 -0.192 0.193 -0.741 -0.0818
H -4.05720 0.85953 2.68971 -0.262 0.453 0.002 0.0925
H -3.24119 1.90978 1.47045 -0.264 -0.266 -0.630 0.0840
H -2.35095 1.19665 2.75655 0.179 -0.291 -0.149 0.0829
H -3.34618 -1.47237 -0.20640 0.298 -0.324 0.756 0.0966
H -3.73560 0.14681 -0.39215 -0.503 0.357 -0.195 0.1165
H -5.90344 -1.00777 -0.10587 0.100 -0.247 -0.149 0.0992
H -5.68259 -0.11193 1.35487 0.151 -0.025 0.164 0.1076
H -4.59119 -2.21039 2.22277 0.055 0.813 0.605 0.0755
H -4.21591 -3.19714 0.14944 -0.124 -0.286 -0.605 0.1029
H -5.98349 -3.63705 0.24202 0.271 -0.249 -0.422 0.1143
H -4.35373 -5.29978 0.88817 0.212 -0.477 0.056 0.1205
H -5.59326 -5.03974 2.08681 -0.028 0.060 0.532 0.1236
H -2.44529 -5.23365 4.02033 -0.175 0.385 -0.044 0.0779
H -2.36080 -5.90126 2.40216 0.039 -0.281 -0.066 0.0888
H -3.76079 -6.25475 3.44799 -0.189 -0.012 -0.049 0.0884
C 7.81844 4.22188 -0.92011 0.075 0.644 0.920 -0.1159
O 6.71357 4.53513 -0.07172 -1.059 -0.194 -1.041 -0.2140
C 5.47389 4.79746 -0.80625 0.007 0.758 1.674 -0.1573
C 4.44467 5.40632 0.26005 1.896 0.263 -1.804 -0.2192
N 3.91295 4.42859 1.13933 -1.367 -0.298 0.738 -0.0769
C 3.23576 5.10263 2.29093 0.291 -1.419 0.039 -0.1659
C 2.85113 4.06860 3.35218 -1.036 0.109 -1.094 -0.2439
O 3.68504 4.09556 4.44518 1.782 -0.707 0.851 -0.1739
C 3.47743 5.11409 5.36929 -1.594 0.460 0.496 -0.1211
H 8.63285 3.99094 -0.23346 -0.161 -0.996 -0.082 0.0855
H 8.27501 5.09050 -1.39460 -0.674 0.502 -0.539 0.0778
H 7.55668 3.47648 -1.67109 0.288 -0.251 0.182 0.0881
H 5.01315 3.93080 -1.28029 0.249 -0.607 0.298 0.1092
H 5.73485 5.44877 -1.64039 -0.295 0.591 0.169 0.1085
H 3.64236 5.93314 -0.25654 -0.031 0.022 -0.097 0.1164
H 5.00304 6.11238 0.87471 0.281 0.606 -0.345 0.1081
H 4.68194 3.85867 1.46177 0.059 -0.106 0.433 0.1055
H 2.32018 5.60630 1.98088 0.293 0.215 -0.453 0.1204
H 3.90883 5.77500 2.82291 0.098 0.560 -0.337 0.1083
H 2.87994 3.08419 2.88505 0.282 -0.190 0.207 0.1067
H 1.80421 4.18928 3.63056 -0.215 0.188 0.297 0.1191
H 4.08001 5.03910 6.27449 0.427 -0.326 -0.472 0.0921
H 2.44464 5.04580 5.71101 -0.390 -0.104 0.290 0.0847
H 3.51268 6.13314 4.98407 0.599 0.117 -0.388 0.0812
N 2.91796 -1.42690 -2.39356 2.415 -3.798 2.082 0.2027
C 2.24954 -0.42187 -2.77852 -0.711 1.082 -1.889 -0.7567
N 2.53486 -0.15872 -4.03189 -0.170 2.051 -3.469 0.1730
O 1.38231 0.20011 -2.19301 -1.531 1.118 1.838 -0.0088
H 3.43218 -1.92192 -3.10813 -0.033 -0.045 0.583 0.1208
H 2.91916 -1.77944 -1.44708 0.192 -0.508 0.635 0.0496
H 3.35810 -0.45807 -4.53464 -0.350 0.019 0.349 0.1149
H 1.89529 0.48002 -4.48251 0.092 0.288 -0.598 0.0590
N 1.32407 2.47472 0.06879 4.850 2.018 -1.733 0.1888
C 0.16923 2.22540 0.58898 -1.303 -0.819 2.016 -0.7755
N -0.39289 1.29407 -0.13800 -2.371 -2.657 -2.379 0.1956
O -0.28690 2.63970 1.63628 -0.566 1.455 1.244 0.0176
H 1.56856 2.01393 -0.79608 0.105 0.125 0.095 0.0845
H 2.04546 3.09101 0.41504 -0.294 0.185 0.438 0.0829
H 0.22892 0.86316 -0.80716 -0.556 -0.543 -0.112 0.0433
H -1.24697 0.80349 0.08555 0.212 0.262 0.447 0.0969
N -0.97957 3.00258 -5.61020 -1.998 2.314 -1.779 0.1656
C -0.15760 2.21750 -4.97823 0.791 -1.683 -0.108 -0.7641
N -0.36879 2.26743 -3.68249 -0.344 0.155 3.555 0.1858
O 0.63281 1.49044 -5.54251 1.332 -0.987 -0.565 0.0207
H -0.97087 3.04058 -6.61946 -0.155 0.278 0.432 0.1252
H -1.56107 3.54433 -4.98695 -0.307 0.294 -1.240 0.1093
H -0.04311 1.57973 -3.01831 0.490 -0.132 -0.348 0.0677
H -1.11933 2.84998 -3.33982 0.235 -0.292 0.137 0.1088
N -2.47466 5.35062 0.98009 3.628 -0.822 0.419 0.1763
C -3.72462 5.41363 0.63757 -1.294 -2.428 0.274 -0.8156
N -4.19044 6.61879 0.67411 -1.796 3.784 -0.283 0.1588
O -4.40760 4.43117 0.42611 -0.759 -1.092 -0.544 0.0249
H -2.09040 4.41657 0.98304 0.664 0.293 0.286 0.0982
H -1.97210 6.18780 1.23824 0.261 -0.743 0.047 0.1110
H -3.50545 7.35946 0.72215 -0.990 0.336 -0.029 0.1083
H -5.19010 6.72000 0.57154 0.428 0.499 -0.106 0.1241
O -2.86244 -2.00248 4.03846 1.187 0.208 0.537 -0.0508
C -1.46296 -2.20312 4.30366 0.229 -1.022 0.115 -0.2349
C -0.56442 -1.33093 3.50311 -0.128 1.275 -0.846 -0.2475
O -0.74607 -1.48281 2.10007 0.773 -0.498 0.861 -0.0757
H -3.22105 -2.88956 4.11652 -0.513 0.044 -0.323 0.0523
H -1.17447 -2.08461 5.34809 -0.427 0.238 0.394 0.1164
H -1.19604 -3.23143 4.05984 -0.084 -0.287 -0.137 0.1071
H 0.49346 -1.42368 3.74884 -0.008 -0.510 0.143 0.1175
H -0.80719 -0.29485 3.73913 0.000 0.355 0.234 0.1155
H -1.60598 -1.06687 2.00449 -0.706 0.072 -0.993 0.0176
```
Forces are in eV/Å.

Gap between HOMO and LUMO (eV): 8.7
SMILES string: COCCNCCOC.COCCNCCOC.COCCNCCOC.COCCNCCOC.NC(N)=O.NC(N)=O.NC(N)=O.NC(N)=O.OCCO
Energy relative to the best compared isomer or geometry (same formula, charge and spin) (kJ/mol): 178.5
Highest occupied orbital energy (Eh): -0.3007
Energy (eV): -78981.924

***

[4]
The following is a quantum chemistry calculation of a cluster of 2 separate species, C4H6N3 in total, from OMol25.

```
13
Properties=species:S:1:pos:R:3:forces:R:3:nbo_charge:R:1
C -2.45245 -1.43012 -0.25555 0.425 -0.566 2.821 -0.1512
C -2.46848 -2.36368 0.69077 2.021 2.742 -1.776 -0.0651
C -1.35430 -1.23784 0.75149 -2.825 -1.836 -1.491 0.1323
C 1.29665 1.19594 -0.13909 1.012 1.919 0.461 0.6761
N -0.38483 -0.73682 1.24903 1.259 0.741 0.141 -0.3152
N 1.40447 2.49732 -0.05650 0.845 0.943 -1.597 -0.7976
N 2.19560 0.31420 -0.45271 -0.123 0.040 -1.026 -0.8024
H -2.98679 -0.83922 -0.97367 -0.039 -0.183 -0.508 0.2666
H -2.71695 -3.31053 1.09519 -0.439 -0.505 0.416 0.2726
H 0.57241 3.06988 0.10587 0.447 -0.362 0.042 0.4475
H 2.21877 3.00609 -0.56812 -1.718 -1.115 1.327 0.4324
H 1.65096 -0.50727 -0.32069 0.707 -2.043 -0.179 0.4502
H 3.02492 0.34205 -1.12601 -1.572 0.224 1.368 0.4537
```
Forces are in eV/Å.

Gap between HOMO and LUMO (alpha / beta) (eV): 5.8 / 9.6
Total charge: +1
Energy relative to the best compared isomer or geometry (same formula, charge and spin) (kJ/mol): 626.4
Highest occupied orbital energy (alpha / beta) (Eh): -0.4422 / -0.5125
Energy (eV): -8702.012